No. 1
C3H8N | wB97M-V/def2-TZVPD

Geometry as XYZ:
```
12
Properties=species:S:1:pos:R:3:forces:R:3:nbo_charge:R:1
C -0.03949 1.14072 -0.99044 0.0 0.3 -0.6 0.09
C -0.06372 -1.24271 -0.69377 0.0 -1.4 -0.6 -0.45
C 0.08905 0.38197 1.56617 -0.1 -0.8 -3.4 -0.27
N -0.03149 0.10776 -0.27700 0.3 1.7 4.6 -0.24
H 0.01295 2.13077 -0.55562 0.0 -0.1 0.1 0.22
H -0.09428 1.06996 -2.07189 0.0 -0.2 -0.1 0.22
H 0.89838 -1.71771 -0.48270 -0.1 0.1 0.0 0.25
H -0.26556 -1.30888 -1.76468 0.0 0.0 0.1 0.24
H -0.82975 -1.79240 -0.14592 0.0 0.1 0.0 0.25
H -0.64006 -0.30645 1.96089 -0.2 -0.1 0.0 0.23
H -0.15158 1.42221 1.68378 -0.1 0.3 -0.1 0.22
H 1.11556 0.11476 1.77117 0.1 0.0 0.0 0.23
```
Forces are in eV/Å.

Net charge = +1
E_tot = -173.54294 Ha
ΔE to the lowest compared entry with this formula, charge and spin = 1.083 eV
HOMO-LUMO gap = 12.9 eV
LUMO = -4.5 eV



No. 2
C3H8N | wB97M-V/def2-TZVPD

Geometry as XYZ:
```
12
Properties=species:S:1:pos:R:3:forces:R:3:nbo_charge:R:1
C -0.47540 1.29522 0.29456 0.8 0.0 -0.9 -0.75
C 0.01981 0.03809 -0.25705 -0.2 -0.3 1.8 0.44
C -0.22432 -0.60764 -1.47777 0.4 -0.2 -0.4 0.01
N 0.69993 -0.84467 0.80487 -1.2 1.7 -0.8 -0.73
H 0.14924 1.67372 1.10900 0.0 0.0 0.1 0.31
H -0.56236 2.05336 -0.48751 -0.3 0.1 -0.1 0.34
H -1.49168 1.14295 0.71944 -0.1 -0.1 -0.1 0.38
H 0.14501 -1.62592 -1.59471 -0.1 0.0 -0.2 0.25
H -0.72723 -0.15648 -2.33172 -0.1 0.2 0.2 0.30
H 0.27574 -0.53462 1.69283 -0.1 -0.6 0.2 0.48
H 1.69352 -0.60731 0.93392 0.4 -0.4 -0.4 0.50
H 0.49775 -1.82671 0.59415 0.5 -0.3 0.5 0.48
```
Forces are in eV/Å.

Net charge = +2
E_tot = -173.02140 Ha
ΔE to the lowest compared entry with this formula, charge and spin = 0.261 eV
HOMO-LUMO gap (alpha / beta) = 11.7 / 9.6 eV
Spin multiplicity = 2
LUMO (alpha / beta) = -11.2 / -14.9 eV



No. 3
C3H8N2 | wB97M-V/def2-TZVPD

Geometry as XYZ:
```
13
Properties=species:S:1:pos:R:3:forces:R:3:nbo_charge:R:1
C -1.22032 -0.86351 0.93639 -1.8 1.2 -1.5 -0.65
C -0.25940 0.07953 0.28325 2.7 1.4 -1.8 0.12
N -0.47936 1.51077 0.44103 0.5 -0.9 1.5 -0.82
C 0.71510 -0.39363 -0.53307 -1.6 -0.2 -0.3 -0.10
N 1.79488 0.16785 -1.31952 -1.0 -0.9 1.4 -0.85
H -1.83713 -0.21379 1.57470 -0.1 -0.7 0.1 0.22
H -1.87487 -1.27592 0.11458 0.3 0.4 1.0 0.22
H -0.83857 -1.70883 1.46167 0.7 -0.3 0.5 0.23
H 0.29564 2.09457 0.10957 -0.2 -0.7 -0.3 0.36
H -0.40921 1.62698 1.45391 -0.5 0.5 0.0 0.35
H 0.36141 -1.38683 -0.80471 1.2 -0.5 -0.1 0.17
H 2.17266 -0.61451 -1.84022 0.1 0.7 -0.3 0.38
H 1.57918 0.97732 -1.87756 -0.1 -0.1 -0.2 0.37
```
Forces are in eV/Å.

E_tot = -228.56981 Ha
ΔE to the lowest compared entry with this formula, charge and spin = 2.146 eV
HOMO-LUMO gap = 8.6 eV
LUMO = 1.0 eV



No. 4
C3H8N2 | wB97M-V/def2-TZVPD

Geometry as XYZ:
```
13
Properties=species:S:1:pos:R:3:forces:R:3:nbo_charge:R:1
H 1.92839 0.70512 0.18792 0.3 -1.3 -0.1 0.33
N 1.96511 -0.34491 0.13484 -1.2 0.5 0.3 -0.67
C 0.77050 -0.74945 -0.06891 -0.7 -1.4 -1.7 0.27
N -0.36499 0.00547 -0.42487 -0.7 1.0 3.2 -0.46
C -1.68386 -0.66238 0.19012 0.3 1.8 -3.3 -0.43
C -0.24807 1.45833 0.04234 0.9 0.7 -0.4 -0.48
H 0.43235 -1.84481 -0.25758 1.4 1.4 0.8 0.16
H -2.37823 0.18202 0.41096 0.7 -0.7 0.2 0.21
H -1.49313 -1.29112 1.04691 0.0 -0.1 0.0 0.21
H -2.18201 -1.16684 -0.71392 0.8 0.2 1.7 0.22
H -0.09072 1.58421 1.27127 -0.9 -0.3 -3.2 0.20
H -1.20423 1.90089 -0.45235 1.8 -0.1 1.5 0.23
H 0.75523 2.02761 -0.44429 -3.0 -1.7 1.1 0.21
```
Forces are in eV/Å.

E_tot = -228.53238 Ha
ΔE to the lowest compared entry with this formula, charge and spin = 3.164 eV
HOMO-LUMO gap = 10.1 eV
LUMO = 0.8 eV



No. 5
C3H8N2 | wB97M-V/def2-TZVPD

Geometry as XYZ:
```
13
Properties=species:S:1:pos:R:3:forces:R:3:nbo_charge:R:1
C -1.73492 -0.35130 -0.48464 -0.3 1.3 -0.3 -0.62
C -0.97282 0.06187 0.86259 0.6 1.8 -2.3 -0.48
C 0.42692 -0.26128 0.51936 3.6 0.2 0.2 0.04
N 1.29374 0.69167 0.25059 -3.1 -0.9 0.7 -0.27
N 2.56780 0.51155 -0.20438 0.4 0.5 -0.8 -0.62
H -2.82123 0.27700 -0.54481 3.0 -2.2 -0.1 0.23
H -1.80520 -1.49167 -0.44642 -0.4 1.6 -0.6 0.21
H -0.96575 0.00264 -1.41555 -2.5 -1.0 2.5 0.22
H -0.81610 1.16492 0.72750 -1.2 -0.5 1.2 0.23
H -1.30131 -0.33184 1.85014 -0.1 0.4 -0.9 0.23
H 0.67317 -1.34469 0.52077 0.4 0.4 -0.4 0.15
H 2.62105 -0.25902 -0.83946 0.2 -1.0 -0.2 0.33
H 2.83465 1.33014 -0.79569 -0.5 -0.7 1.1 0.36
```
Forces are in eV/Å.

E_tot = -228.51206 Ha
ΔE to the lowest compared entry with this formula, charge and spin = 3.717 eV
HOMO-LUMO gap = 9.9 eV
LUMO = 1.1 eV



No. 6
C3H8N2 | wB97M-V/def2-TZVPD

Geometry as XYZ:
```
13
Properties=species:S:1:pos:R:3:forces:R:3:nbo_charge:R:1
C -1.60065 -1.55791 0.33782 0.5 0.5 0.8 -0.45
C -1.33679 -0.23270 0.22716 -1.0 -2.0 -0.5 -0.05
N -0.97810 0.41046 -0.96774 2.2 -0.6 -0.9 -0.43
C 0.12486 0.00346 -1.53249 -1.6 0.9 1.6 -0.04
H -1.48206 -2.22782 -0.52463 0.0 0.3 0.5 0.20
H -1.87617 -1.99810 1.33901 0.2 0.6 -1.4 0.21
H -1.62145 0.42476 1.02468 0.2 0.4 0.4 0.20
H 0.51604 0.56536 -2.37839 -0.2 -0.4 -0.2 0.18
H 0.74656 -0.76840 -1.05097 -0.2 0.2 -0.4 0.17
N 2.00258 1.19046 0.64827 -0.1 0.7 0.5 -1.08
H 2.57593 1.91599 1.08715 0.0 -0.1 -0.4 0.36
H 1.14224 1.67380 0.33422 0.6 -0.6 0.4 0.37
H 1.78702 0.60063 1.45591 -0.4 0.0 -0.5 0.36
```
Forces are in eV/Å.

E_tot = -228.55418 Ha
ΔE to the lowest compared entry with this formula, charge and spin = 2.571 eV
HOMO-LUMO gap = 10.1 eV
LUMO = 0.9 eV



No. 7
C3H8N2 | wB97M-V/def2-TZVPD

Geometry as XYZ:
```
13
Properties=species:S:1:pos:R:3:forces:R:3:nbo_charge:R:1
C -0.19006 -2.08106 1.26243 1.2 2.1 0.9 -0.20
N 0.04257 -1.33346 0.22518 -1.3 -1.8 1.2 -0.22
N 0.81673 -0.25657 0.26326 1.2 0.8 1.3 -0.43
C 0.63782 0.66864 -0.80503 0.2 2.3 -1.1 -0.21
C -0.74775 1.39294 -0.81213 0.8 -0.9 1.1 -0.63
H 0.24855 -1.82826 2.29819 -0.5 -0.2 -1.5 0.13
H -0.90339 -2.89528 1.29511 0.2 0.0 -0.8 0.19
H 1.07511 0.19299 1.15438 -0.4 -0.8 -0.2 0.34
H 1.49607 1.44373 -0.91353 -1.2 -1.4 0.7 0.19
H 0.69800 0.09341 -1.69004 0.1 -0.6 -1.1 0.20
H -0.79905 2.02649 0.08418 -0.1 0.0 -0.2 0.20
H -0.90139 2.01279 -1.70336 -0.1 -0.4 0.2 0.21
H -1.47323 0.56363 -0.65863 0.0 0.8 -0.5 0.22
```
Forces are in eV/Å.

E_tot = -228.54600 Ha
ΔE to the lowest compared entry with this formula, charge and spin = 2.793 eV
HOMO-LUMO gap = 9.7 eV
LUMO = 1.2 eV



No. 8
C3H8N2 | wB97M-V/def2-TZVPD

Geometry as XYZ:
```
13
Properties=species:S:1:pos:R:3:forces:R:3:nbo_charge:R:1
C 1.57650 -0.48205 -0.36622 -2.1 -3.0 -2.3 -0.63
C 0.70334 0.36145 0.49310 1.2 3.5 0.3 -0.47
C -0.54267 1.11901 -0.19381 2.2 -0.7 1.8 0.08
N -1.71997 0.71072 -0.30440 -2.2 -3.4 0.7 -0.23
N -1.96035 -0.74166 0.01331 -3.2 -1.3 -2.5 -0.77
H 0.87538 -1.28867 -0.83864 1.9 1.3 0.0 0.21
H 2.55516 -0.90531 -0.14639 -0.4 -0.5 1.7 0.23
H 2.00136 0.26110 -1.00221 -0.5 0.2 -1.9 0.21
H 0.31307 0.09490 1.45719 0.2 -0.9 0.5 0.21
H 1.60917 1.06746 0.62603 -2.4 0.5 1.1 0.21
H -0.54792 2.19751 -0.27670 0.7 0.2 -0.5 0.19
H -3.01743 -1.19794 -0.39260 4.2 2.7 1.6 0.37
H -1.84565 -1.19651 0.93133 0.3 1.4 -0.3 0.37
```
Forces are in eV/Å.

E_tot = -228.46700 Ha
ΔE to the lowest compared entry with this formula, charge and spin = 4.943 eV
HOMO-LUMO gap = 9.6 eV
LUMO = 0.9 eV



What is the ΔE to the lowest compared entry with this formula, charge and spin in the first record?
1.083 eV



Which formula does entry 2 have?
C3H8N



Copy entry 4 word for word.
C3H8N2 | wB97M-V/def2-TZVPD

Geometry as XYZ:
```
13
Properties=species:S:1:pos:R:3:forces:R:3:nbo_charge:R:1
H 1.92839 0.70512 0.18792 0.3 -1.3 -0.1 0.33
N 1.96511 -0.34491 0.13484 -1.2 0.5 0.3 -0.67
C 0.77050 -0.74945 -0.06891 -0.7 -1.4 -1.7 0.27
N -0.36499 0.00547 -0.42487 -0.7 1.0 3.2 -0.46
C -1.68386 -0.66238 0.19012 0.3 1.8 -3.3 -0.43
C -0.24807 1.45833 0.04234 0.9 0.7 -0.4 -0.48
H 0.43235 -1.84481 -0.25758 1.4 1.4 0.8 0.16
H -2.37823 0.18202 0.41096 0.7 -0.7 0.2 0.21
H -1.49313 -1.29112 1.04691 0.0 -0.1 0.0 0.21
H -2.18201 -1.16684 -0.71392 0.8 0.2 1.7 0.22
H -0.09072 1.58421 1.27127 -0.9 -0.3 -3.2 0.20
H -1.20423 1.90089 -0.45235 1.8 -0.1 1.5 0.23
H 0.75523 2.02761 -0.44429 -3.0 -1.7 1.1 0.21
```
Forces are in eV/Å.

E_tot = -228.53238 Ha
ΔE to the lowest compared entry with this formula, charge and spin = 3.164 eV
HOMO-LUMO gap = 10.1 eV
LUMO = 0.8 eV